# 1
Entry from OMol25: a gas-phase ion, C4H8IN2O (charge +1) (ωB97M-V with the def2-TZVPD basis set).

```
16
Properties=species:S:1:pos:R:3:forces:R:3:lowdin_charge:R:1
I 0.5323 -2.6018 0.9247 -0.07 0.50 -0.45 0.856
H 2.4018 -1.3430 -1.3205 0.04 0.02 -0.04 0.076
C 1.4201 -0.9200 -1.5166 -0.10 -0.18 0.10 -0.198
H -1.3128 -0.4958 1.5134 0.00 0.24 -0.29 0.089
H -1.3411 -0.9560 -0.8396 -0.12 0.08 -0.06 0.164
H -2.3907 0.5691 0.5498 0.20 0.03 0.00 0.155
O 1.6130 2.1174 1.6382 -1.47 -0.22 0.06 0.300
C -1.3511 0.3042 0.7584 -0.18 -0.64 0.29 -0.133
C 0.5770 1.6697 1.4045 2.46 -1.08 -0.86 -0.138
H 1.5712 0.0559 -1.9754 0.04 0.16 -0.07 0.077
H -0.6088 0.4985 -1.1785 -0.10 -0.17 0.14 0.178
N -0.7069 -0.2339 -0.4619 0.11 -0.26 -0.17 -0.063
H -1.3221 2.1827 1.6985 0.35 0.03 -0.11 0.199
N -0.6848 1.5076 1.2631 -1.00 0.21 0.02 0.122
C 0.6877 -0.7851 -0.2182 -0.13 1.40 1.50 -0.763
H 0.9151 -1.5695 -2.2400 -0.01 -0.11 -0.06 0.079
```
Forces are in eV/Å.

The value obtained for the energy relative to the best compared isomer or geometry (same formula, charge and spin) is 67.54 kcal/mol. Its HOMO energy (spin up / spin down) is -0.4200 / -0.4200 Ha. Its net charge is +1. The value obtained for the gap between HOMO and LUMO (spin up / spin down) is 6.6778 / 6.6751 eV.

=====

# 2
Entry from OMol25: 2 unconnected molecules or ions with the total composition C28H27N4O8S (ωB97M-V with the def2-TZVPD basis set).

```
68
Properties=species:S:1:pos:R:3:forces:R:3:lowdin_charge:R:1
H -0.4328 3.0986 -4.1317 -0.07 -0.09 -0.14 0.102
C 0.0261 -2.1200 1.9190 -0.40 0.74 0.32 -0.415
C 2.2786 3.1590 -3.5787 -0.29 -0.20 -0.08 -0.047
N -1.8046 -0.4308 4.7530 0.00 0.03 0.76 -0.100
H -0.2057 1.6365 5.7169 0.08 -0.04 0.00 0.070
H 4.7722 -0.2816 -5.2416 0.04 0.13 -0.11 0.076
H -1.2970 -0.3193 6.7529 0.28 -0.11 -0.07 0.102
H -4.9113 -0.7168 6.2485 0.05 -0.14 0.08 0.063
C 1.6315 -3.7683 0.8761 0.37 0.21 -0.01 -0.040
C -1.2149 2.3602 -4.0315 0.16 0.04 -0.64 0.077
N -3.5584 -0.0820 -0.5582 -1.63 -1.30 2.50 -0.296
C 1.7499 2.3045 -2.6008 0.86 0.09 -0.23 -0.294
H 3.5853 3.3130 -5.2871 -0.13 -0.25 0.30 0.122
C -2.4718 0.7453 -2.6816 0.19 0.34 0.63 -0.071
H -3.4399 -1.5156 6.8530 -0.06 0.02 -0.16 0.062
H 4.1632 -3.5582 3.8077 -0.13 0.01 -0.25 0.090
C -1.2601 0.8774 -0.7110 -1.60 -0.20 -0.81 0.084
H 1.9383 4.1950 -3.6305 0.09 -0.32 0.00 0.121
C -1.6475 -1.2286 3.5983 0.20 -0.39 -1.07 -0.478
S 0.5591 2.9067 -1.4482 -0.83 -1.17 1.04 0.745
H -4.1533 -2.0004 5.2760 0.11 0.09 0.20 0.067
C 3.5988 1.3157 -4.4486 -0.18 0.21 0.20 -0.264
C 2.2023 0.9844 -2.4910 -0.20 0.03 -0.08 -0.027
O -0.6788 -2.2114 0.8997 0.41 -0.54 0.18 -0.020
C 3.0933 0.4875 -3.4384 -0.04 0.23 0.08 -0.017
C 0.2730 0.6554 5.6448 0.07 0.15 0.23 -0.099
N -1.8257 2.7117 -6.3591 0.30 1.15 -2.41 -0.324
C -2.4112 0.3283 -1.2841 0.87 1.23 -0.99 -0.066
O -4.6102 -0.4103 -1.1798 2.29 0.70 0.85 0.032
C -2.0852 2.1072 -5.1007 -0.38 -1.31 1.99 -0.151
O -3.4732 -0.0594 0.6910 -0.25 0.04 -2.82 0.090
O 0.0231 4.1586 -1.9053 0.45 -0.68 0.15 -0.256
H 0.8902 -3.8848 0.0858 0.12 0.25 0.20 0.104
H 1.8460 0.3473 -1.6816 -0.01 0.10 -0.22 0.131
C -3.1672 1.1955 -4.9461 0.38 0.14 0.30 0.023
N -0.6795 1.6948 -1.6521 0.71 0.77 -0.85 -0.093
H 3.0382 -5.0987 -0.0760 -0.01 0.18 0.26 0.089
H -0.2730 -1.4371 5.7958 -0.17 0.39 0.10 0.117
C 2.8453 -4.4576 0.7877 -0.08 0.13 0.54 -0.106
H -4.2284 -0.1211 -3.5689 0.28 0.24 -0.15 0.112
H 5.5453 1.3090 -5.3736 -0.17 -0.07 0.03 0.087
H -3.0262 0.7725 5.8683 -0.21 0.05 -0.16 0.104
C 3.1923 2.6543 -4.5062 -0.17 0.06 0.30 -0.025
C 3.7898 -4.3550 1.8250 -0.37 0.08 -0.03 -0.123
C 1.3440 -2.9103 1.9594 0.33 -0.63 -0.46 -0.131
H 4.2289 0.8810 -6.4677 0.01 -0.01 0.17 0.087
C -0.7669 -0.4458 5.7975 -0.40 -0.29 -0.59 -0.245
H 4.7328 -4.9026 1.7695 -0.24 0.17 0.00 0.087
H -3.8208 1.0318 -5.7986 0.11 0.00 0.25 0.113
H 0.7947 0.6027 4.6900 -0.13 0.06 0.09 0.049
C 4.5883 0.7778 -5.4377 0.14 -0.17 -0.18 -0.052
H -0.9038 0.7252 0.2919 0.16 0.19 0.22 0.144
H -3.7210 0.2075 4.3166 0.05 0.00 0.25 0.115
H 1.0283 0.5671 6.4317 -0.03 0.10 0.06 0.064
O 0.9435 2.6810 -0.0844 0.22 0.45 -0.71 -0.255
C -3.3765 0.5400 -3.7261 -0.08 0.23 -0.75 0.013
C 2.2532 -2.9087 3.0285 0.08 0.09 -0.22 -0.043
H 3.4080 -0.5588 -3.3992 -0.10 0.38 0.10 0.121
H 0.4965 -0.7490 3.5472 -0.13 -0.65 -0.03 0.041
C -0.2995 -1.3055 3.0569 -0.35 -0.21 0.23 -0.030
H 1.9720 -2.3643 3.9286 0.18 -0.04 -0.16 0.096
O -2.5957 2.4361 -7.3091 1.48 0.62 1.63 0.043
C -3.1620 -0.0961 5.2103 0.72 0.08 -0.52 -0.242
C 3.4794 -3.5939 2.9581 -0.52 -0.03 -0.28 -0.105
O -2.6346 -1.8246 3.1342 0.31 0.62 0.41 -0.007
C -1.3821 1.6333 -2.8700 -0.88 -0.46 0.52 -0.164
C -3.9544 -1.1616 5.9505 -0.08 -0.19 -0.14 -0.100
O -0.8384 3.4766 -6.4653 -1.80 -1.34 0.10 0.042
```
Forces are in eV/Å.

Its HOMO energy is -0.1279 Ha. Its net charge is -1. The value obtained for the gap between HOMO and LUMO is 4.2767 eV.

=====

# 3
Entry from OMol25: a single C4H4N2O molecule (ωB97M-V with the def2-TZVPD basis set).

```
11
Properties=species:S:1:pos:R:3:forces:R:3:lowdin_charge:R:1
C -0.2901 0.5161 0.0527 3.60 -3.56 -1.58 -0.154
C 1.2495 -0.5978 -0.7353 -3.03 2.16 1.62 0.118
N -0.4915 1.7412 -0.0397 -0.97 2.81 0.12 -0.111
N 0.0642 2.6854 -0.6528 0.45 -0.53 -0.27 0.044
H -0.4191 3.5638 -0.4340 -0.14 -0.35 0.18 0.040
H 2.1960 -0.5359 -1.2535 0.19 -0.21 -0.07 0.080
H -0.4587 -2.7363 0.8943 0.09 -0.08 -0.06 0.114
H -1.7632 -0.5304 1.2294 -0.11 0.02 0.08 0.120
C -0.8512 -0.5896 0.6618 0.40 -0.86 -0.13 -0.072
C -0.1918 -1.7742 0.5011 -1.20 0.28 0.74 -0.146
O 0.9558 -1.7422 -0.2240 0.72 0.32 -0.61 -0.032
```
Forces are in eV/Å.

The value obtained for the energy relative to the best compared isomer or geometry (same formula, charge and spin) is 141.85 kcal/mol. Its HOMO energy (spin up / spin down) is -0.2861 / -0.2861 Ha. The value obtained for the gap between HOMO and LUMO (spin up / spin down) is 7.2873 / 7.2835 eV.

=====

Values of E_tot, in order: -17395.7071; -62644.4207; -9234.3368, all in eV.
Values of largest force on an atom, in order: 2.82; 3.26; 5.31, all in eV/A.